Density functional theory data (ωB97M-V with the def2-TZVPD basis set) for C3H3O3Pd as an isolated structure at a distorted geometry.

Values from the calculation:
Charge ... +1
HOMO energy (spin up / spin down) ... -14.07 / -15.34 eV
Spin multiplicity ... 3
LUMO (spin up / spin down) ... -5.990 / -7.768 eV
Orbital gap (spin up / spin down) ... 8.08 / 7.57 eV
Energy above the lowest of the compared OMol25 structures with the same formula, charge and spin ... 65.6 kJ/mol
Expectation value of S² ... 2.034

Geometry (Å):
O: 0.159 1.729 0.737
O: 1.572 0.141 -1.461
C: 0.873 -0.676 -0.774
O: 0.103 -1.476 -1.357
C: -0.693 -0.447 0.000
H: -0.932 -1.273 0.694
C: -0.555 0.751 0.884
H: -0.941 0.569 1.907
H: -1.610 -0.290 -0.588
Pd: 2.023 0.974 -0.042

Density functional theory data (ωB97M-V with the def2-TZVPD basis set) for C3H3O3Pt as an isolated structure at a distorted geometry.

Values from the calculation:
Charge ... +1
HOMO energy (spin up / spin down) ... -12.64 / -14.37 eV
Spin multiplicity ... 3
LUMO (spin up / spin down) ... -5.960 / -6.367 eV
Orbital gap (spin up / spin down) ... 6.67 / 8.00 eV
Energy above the lowest of the compared OMol25 structures with the same formula, charge and spin ... 55.5 kJ/mol
Expectation value of S² ... 2.023

Geometry (Å):
C: -1.441 -0.199 -0.268
O: 0.982 0.407 -0.178
C: 0.787 -0.894 -0.274
C: -0.738 1.013 0.079
O: -0.428 -1.293 -0.316
O: 1.765 -1.615 0.033
H: -2.188 -0.525 0.466
H: -0.675 1.803 -0.673
H: -0.777 1.342 1.126
Pt: 2.712 -0.038 0.004

Density functional theory data (ωB97M-V with the def2-TZVPD basis set) for an isolated ion of composition C3H3O3S and charge -1 at a distorted geometry.

Values from the calculation:
Charge ... -1
HOMO energy ... -4.30 eV
LUMO ... 3.641 eV
Orbital gap ... 7.94 eV
Energy above the lowest of the compared OMol25 structures with the same formula, charge and spin ... 239.6 kJ/mol

Geometry (Å):
C: 0.788 -0.034 0.204
C: -0.228 -0.441 0.696
C: 2.196 -0.006 -0.136
O: -3.828 -0.608 -0.413
O: -2.606 1.546 -0.112
O: -1.597 -0.643 0.911
S: -2.553 0.079 -0.493
H: 2.519 -1.106 -0.265
H: 2.563 0.683 -1.003
H: 2.744 0.531 0.610

Density functional theory data (ωB97M-V with the def2-TZVPD basis set) for a 2-piece molecular cluster, C3H3O3S overall at a distorted geometry.

Values from the calculation:
Charge ... -1
HOMO energy (spin up / spin down) ... -4.21 / -5.36 eV
LUMO (spin up / spin down) ... 2.367 / 3.093 eV
Orbital gap (spin up / spin down) ... 6.57 / 8.45 eV
Energy above the lowest of the compared OMol25 structures with the same formula, charge and spin ... 524.5 kJ/mol

Geometry (Å):
C: -0.981 0.796 0.043
C: -0.073 1.634 -0.032
C: -2.064 -0.184 0.009
O: 2.380 -0.996 1.216
O: 2.527 -0.973 -1.266
O: 2.196 1.121 -0.041
S: 2.745 -0.277 0.000
H: -2.701 0.200 -0.802
H: -1.650 -1.103 -0.190
H: -2.381 -0.219 1.064

Density functional theory data (ωB97M-V with the def2-TZVPD basis set) for C3H3O3S as an isolated structure at a distorted geometry.

Values from the calculation:
Charge ... -1
HOMO energy ... -4.24 eV
LUMO ... 3.543 eV
Orbital gap ... 7.78 eV
Energy above the lowest of the compared OMol25 structures with the same formula, charge and spin ... 211.1 kJ/mol

Geometry (Å):
C: 1.389 -1.074 0.396
C: 0.357 -0.349 0.023
C: 0.268 1.124 -0.029
O: 1.309 1.466 -0.639
O: -0.730 1.854 0.195
O: -2.567 0.198 -0.444
S: -1.732 -1.289 -0.184
H: 1.232 -2.160 0.378
H: 2.476 -0.684 0.456
H: -2.002 0.916 -0.151

Density functional theory data (ωB97M-V with the def2-TZVPD basis set) for an isolated ion of composition C3H3O3S and charge -1 at a distorted geometry.

Values from the calculation:
Charge ... -1
HOMO energy ... -3.39 eV
LUMO ... 3.840 eV
Orbital gap ... 7.23 eV
Energy above the lowest of the compared OMol25 structures with the same formula, charge and spin ... 365.2 kJ/mol

Geometry (Å):
C: -0.119 -1.178 -0.807
C: -0.936 -1.101 0.241
C: -0.142 0.529 0.375
O: -3.011 -1.245 1.486
O: -1.307 -2.665 2.581
O: 0.595 0.052 -0.782
S: -1.993 -2.289 1.288
H: 0.213 -1.968 -1.469
H: -0.854 1.375 0.021
H: 0.448 0.658 1.189

Density functional theory data (ωB97M-V with the def2-TZVPD basis set) for C3H3O3Tb as an isolated structure at a distorted geometry.

Values from the calculation:
Charge ... +1
HOMO energy (spin up / spin down) ... -13.18 / -13.18 eV
Spin multiplicity ... 8
LUMO (spin up / spin down) ... -4.538 / -5.980 eV
Orbital gap (spin up / spin down) ... 8.64 / 7.20 eV
Energy above the lowest of the compared OMol25 structures with the same formula, charge and spin ... 0.0 kJ/mol
Expectation value of S² ... 15.771

Geometry (Å):
O: 0.407 0.082 0.267
C: 1.616 -0.437 -0.256
O: 2.556 -0.008 0.473
C: -1.837 0.452 -0.300
H: -1.759 1.512 -0.058
H: -2.807 0.047 -0.579
C: -0.814 -0.381 -0.145
O: 1.614 -1.120 -1.254
Tb: 1.894 1.317 2.111
H: -0.869 -1.463 -0.260

Density functional theory data (ωB97M-V with the def2-TZVPD basis set) for a 2-piece molecular cluster, C3H3O4 overall at a distorted geometry.

Values from the calculation:
Charge ... -1
HOMO energy ... -2.70 eV
LUMO ... 4.140 eV
Orbital gap ... 6.84 eV
Energy above the lowest of the compared OMol25 structures with the same formula, charge and spin ... 225.4 kJ/mol

Geometry (Å):
C: 0.250 0.856 -1.914
C: -0.809 -1.042 1.050
C: -0.057 -0.107 0.300
O: 1.288 1.385 -1.683
O: -0.622 0.507 -2.633
O: -1.123 0.355 1.189
O: 1.245 0.277 0.816
H: -1.550 -1.754 0.749
H: -0.268 -1.344 1.957
H: 1.645 0.869 0.170

Density functional theory data (ωB97M-V with the def2-TZVPD basis set) for C3H3OP in the gas phase at a distorted geometry.

Values from the calculation:
HOMO energy ... -8.56 eV
LUMO ... -1.637 eV
Orbital gap ... 6.92 eV
Energy above the lowest of the compared OMol25 structures with the same formula, charge and spin ... 483.0 kJ/mol

Geometry (Å):
C: 1.140 1.045 -0.028
C: 1.591 -0.186 0.041
C: -0.310 1.148 0.010
O: -1.408 -1.285 -0.018
P: -1.752 0.346 0.009
H: 1.730 1.940 -0.135
H: 1.206 -1.173 0.154
H: -2.197 -1.835 -0.034

Density functional theory data (ωB97M-V with the def2-TZVPD basis set) for a 2-piece molecular cluster, C3H3OS2 overall at a distorted geometry.

Values from the calculation:
Charge ... -1
HOMO energy (spin up / spin down) ... -3.26 / -3.26 eV
LUMO (spin up / spin down) ... 3.541 / 3.541 eV
Orbital gap (spin up / spin down) ... 6.81 / 6.80 eV
Energy above the lowest of the compared OMol25 structures with the same formula, charge and spin ... 313.3 kJ/mol

Geometry (Å):
C: -0.794 0.595 -0.008
C: -1.211 -0.632 0.440
C: 1.414 0.082 -0.130
O: -1.257 -1.342 1.390
S: -1.599 -0.702 -1.355
S: -1.240 2.134 0.289
H: 2.158 0.761 0.121
H: 1.125 -0.081 -1.207
H: 1.403 -0.814 0.459

Density functional theory data (ωB97M-V with the def2-TZVPD basis set) for C3H3P as an isolated structure at a distorted geometry.

Values from the calculation:
HOMO energy ... -9.14 eV
LUMO ... -0.556 eV
Orbital gap ... 8.59 eV
Energy above the lowest of the compared OMol25 structures with the same formula, charge and spin ... 116.5 kJ/mol

Geometry (Å):
C: -0.980 1.365 1.097
C: -0.374 0.434 0.629
C: 0.469 -0.440 -0.057
P: 0.004 -1.916 -0.625
H: -1.500 2.264 1.253
H: 1.433 0.436 -0.568
H: 0.949 -2.143 -1.729

Density functional theory data (ωB97M-V with the def2-TZVPD basis set) for C3H3PS in the gas phase at a distorted geometry.

Values from the calculation:
HOMO energy (spin up / spin down) ... -7.30 / -9.36 eV
Spin multiplicity ... 3
LUMO (spin up / spin down) ... 0.483 / -2.502 eV
Orbital gap (spin up / spin down) ... 7.79 / 6.86 eV
Energy above the lowest of the compared OMol25 structures with the same formula, charge and spin ... 0.0 kJ/mol
Expectation value of S² ... 2.041

Geometry (Å):
C: -0.883 2.680 0.620
C: -0.152 1.766 -0.156
C: 0.033 0.193 -0.108
P: -1.630 3.792 1.442
S: 0.398 2.326 -1.637
H: 1.000 -0.094 0.035
H: -0.438 -0.125 -1.123
H: -0.604 -0.334 0.598